(1)
Formula: C45H48N4NaO4P
Source: the Open Molecules 2025 dataset
Level of theory: the ωB97M-V functional and the def2-TZVPD basis

Calculated values
* Kohn-Sham gap: 5.223 eV
* DFT total energy: -2767.249331 Ha
* total charge: -2
* molecular weight: 762.9 g mol⁻¹
* LUMO level: 3.905 eV
* energy relative to the best compared isomer or geometry (same formula, charge and spin): 59.5 kJ/mol

Last column: Löwdin charge in e.
Positions of all 103 atoms, in Å:
H (-4.535, -0.960, -0.920)  0.078
H (-4.552, -2.369, -2.409)  0.077
H (0.271, 3.950, -0.482)  0.105
H (-6.170, -4.715, -0.078)  0.087
H (-0.845, 3.223, -6.618)  0.082
C (3.261, 5.323, 0.319)  -0.115
Na (-0.060, -1.050, 1.948)  0.310
H (1.537, 1.039, 5.740)  0.097
H (-2.573, -6.356, -1.721)  0.090
H (-1.534, 2.637, 3.245)  0.116
C (2.360, 2.101, 2.841)  -0.057
C (3.534, 3.104, -0.587)  -0.077
H (-0.262, 4.960, -4.947)  0.087
H (2.420, -1.018, 2.108)  0.069
H (1.233, 6.014, 0.461)  0.096
C (0.456, 0.963, 5.789)  -0.053
C (-2.067, -3.001, 1.453)  -0.508
H (-1.669, 1.577, 0.374)  0.067
C (3.505, 0.570, -3.329)  -0.103
H (0.280, 2.317, 7.427)  0.080
C (0.878, 2.241, -3.229)  -0.331
H (-2.326, 0.807, 1.822)  0.057
C (5.066, -1.105, -2.504)  -0.069
C (-3.492, -0.648, -0.966)  -0.047
O (0.521, -0.526, 3.961)  -0.107
H (1.162, 3.808, 2.285)  0.094
C (-2.323, -4.794, -0.266)  -0.040
H (4.184, 2.275, -0.839)  0.103
C (4.079, 4.258, -0.036)  -0.095
H (-3.103, -0.588, 0.047)  0.062
H (-3.432, 0.349, -1.417)  0.091
H (-1.239, -4.789, -0.290)  0.107
H (3.686, 6.224, 0.745)  0.087
H (0.123, -3.282, -3.976)  0.083
H (5.946, -1.723, -2.664)  0.093
H (-3.417, -2.043, -3.716)  0.077
C (0.502, 1.279, -4.183)  -0.137
H (4.257, -2.592, 1.808)  0.088
H (-3.222, -3.472, -2.661)  0.063
H (5.554, -2.699, -0.269)  0.088
N (-2.748, -1.641, -1.730)  -0.103
P (1.346, 1.497, -1.519)  1.130
C (-0.374, 2.949, -5.682)  -0.133
H (-1.049, -4.323, -3.160)  0.080
C (2.550, -0.143, 0.141)  -0.099
N (-2.757, -2.276, 2.329)  0.048
H (-5.046, -6.326, -1.589)  0.084
C (-4.337, -3.864, 0.642)  -0.047
C (-1.649, 1.603, 6.789)  -0.163
H (0.822, 4.356, -2.848)  0.080
H (-2.213, 2.168, 7.522)  0.067
C (-2.291, 0.768, 5.889)  -0.106
H (-1.572, -2.848, -4.002)  0.059
C (0.779, -2.746, -1.626)  -0.037
H (2.228, 1.157, 3.373)  0.055
C (3.282, -0.283, -1.074)  -0.276
H (1.556, -2.460, -2.344)  0.088
C (-0.252, 1.680, 6.726)  -0.147
C (4.636, -0.266, -3.495)  -0.116
C (-1.202, 2.609, 2.198)  -0.284
C (2.944, -0.997, 1.155)  -0.136
C (-5.087, -4.735, -0.138)  -0.111
H (-3.086, 2.282, 1.199)  0.074
C (-3.501, -2.420, -2.689)  -0.078
C (4.011, -1.917, 0.991)  -0.103
H (-0.349, 0.839, -6.099)  0.089
C (-0.167, 0.104, 4.822)  -0.393
H (3.119, 2.709, 3.342)  0.075
C (-2.132, 1.770, 1.345)  -0.060
H (0.908, -2.163, -0.724)  0.067
H (0.686, 3.048, 3.822)  0.109
C (-2.409, -0.848, 4.059)  -0.124
C (1.349, 4.052, -0.399)  -0.141
C (2.162, 2.993, -0.807)  -0.352
H (-3.483, -0.925, 4.271)  0.105
C (4.733, -1.995, -0.172)  -0.083
H (2.689, 1.872, 1.826)  0.046
C (4.388, -1.153, -1.258)  -0.199
C (-0.046, 3.916, -4.745)  -0.120
C (0.565, 3.565, -3.543)  -0.101
C (2.821, 0.555, -2.141)  -0.333
H (-4.806, -3.148, 1.303)  0.098
H (-1.183, 3.649, 1.830)  0.109
C (-4.459, -5.639, -0.988)  -0.132
O (-0.823, -3.062, 1.276)  -0.061
C (-1.385, -1.659, -1.492)  -0.482
H (0.677, 0.230, -3.958)  0.096
C (-0.794, -3.277, -3.382)  -0.083
O (0.091, 2.060, 2.117)  -0.156
H (5.178, -0.230, -4.434)  0.083
H (5.149, 4.322, 0.122)  0.092
H (0.894, -3.808, -1.382)  0.090
O (-0.933, -0.921, -0.630)  0.017
H (-3.376, 0.691, 5.918)  0.090
H (3.192, 1.204, -4.151)  0.090
C (-2.944, -3.892, 0.593)  -0.135
N (-1.906, -1.500, 3.089)  -0.039
C (-0.095, 1.618, -5.387)  -0.113
C (-3.071, -5.662, -1.052)  -0.118
C (-1.613, 0.018, 4.926)  -0.153
C (1.888, 5.209, 0.146)  -0.118
N (-0.543, -2.505, -2.189)  -0.106
C (1.046, 2.845, 2.805)  -0.275


(2)
Formula: C45H50BrIN3O3P2TeTi
Source: the Open Molecules 2025 dataset
Level of theory: the ωB97M-V functional and the def2-TZVPD basis

Calculated values
* Kohn-Sham gap (spin up / spin down): 6.515 / 6.546 eV
* DFT total energy: -6806.717380 Ha
* molecular weight: 1125.1 g mol⁻¹
* LUMO level (spin up / spin down): -0.228 / -0.227 eV
* multiplicity: 2
* energy relative to the best compared isomer or geometry (same formula, charge and spin): 317.6 kJ/mol

Last column: Löwdin charge in e.
Positions of all 107 atoms, in Å:
N (0.367, 0.080, -0.270)  -0.165
H (0.502, 2.503, -3.438)  0.061
H (2.612, 1.848, -6.349)  0.043
H (-6.858, -4.176, 4.373)  0.077
H (-0.233, 4.582, 4.111)  0.100
C (0.558, 1.335, -0.083)  -0.639
H (0.943, -3.022, 0.147)  0.029
C (4.706, 2.153, -4.331)  -0.091
C (0.159, -1.712, 2.458)  -0.375
H (-4.763, -0.692, -2.567)  0.134
H (6.542, 3.260, -4.349)  0.103
H (-4.055, 0.419, 2.700)  0.082
H (1.937, 4.564, 2.920)  0.101
C (-1.198, -0.304, 4.123)  -0.067
C (-0.888, 2.172, 1.819)  -0.060
C (-1.250, 0.667, -4.679)  -0.600
C (1.134, -1.011, 4.552)  -0.017
C (-0.911, 3.961, -2.785)  -0.036
C (-5.010, -2.305, 3.385)  -0.030
H (2.993, -1.499, -4.655)  0.017
O (-0.376, -0.004, -3.954)  -0.243
C (3.933, -0.469, 0.177)  -0.256
C (4.288, 0.793, -2.363)  -0.367
H (-3.528, -5.247, 4.051)  0.112
C (-2.671, 1.412, -1.198)  -0.186
O (1.049, 2.046, -1.136)  -0.262
H (2.507, -3.556, 0.800)  0.066
H (3.159, -2.553, -1.268)  0.016
C (-4.008, 1.083, -1.427)  -0.753
H (1.035, -4.397, 1.245)  0.073
H (-2.268, 2.259, -0.665)  0.125
O (-1.833, 0.204, -5.630)  0.099
H (5.857, 0.854, -0.890)  0.088
Ti (0.138, 0.766, -2.244)  0.839
H (3.198, -3.133, 2.965)  0.116
H (3.988, -1.992, -2.722)  0.043
H (1.059, -0.430, 5.467)  0.121
H (-0.683, -4.376, 3.175)  0.086
C (2.291, -1.733, 4.299)  -0.269
H (4.273, -2.314, 4.911)  0.071
H (-1.673, 1.493, 1.512)  0.061
H (3.177, -1.961, 6.253)  0.079
H (3.847, -0.644, 5.300)  0.080
C (3.883, 1.277, -3.627)  -0.366
H (-5.992, -3.554, 5.772)  0.079
N (-1.867, 0.510, -1.750)  -0.085
H (1.868, 2.992, -5.208)  0.054
H (-2.052, 3.079, 3.376)  0.106
H (-5.427, -0.245, 1.818)  0.064
C (0.056, -1.009, 3.672)  -0.276
C (2.328, -2.510, 3.154)  -0.033
H (-1.776, -0.969, 4.770)  0.096
C (-4.356, -0.361, 1.993)  -0.104
C (-1.516, 2.079, -4.178)  -0.133
C (2.577, -0.682, -5.236)  -0.223
H (-1.835, -0.037, 3.282)  0.006
C (-1.507, -4.578, 2.485)  -0.074
C (1.143, 3.893, 2.613)  -0.078
C (-2.742, 2.673, -4.423)  -0.057
H (-2.441, 5.453, -2.509)  0.109
H (-3.835, -0.180, 1.055)  -0.005
N (-2.681, -0.399, -2.310)  0.045
H (4.880, -0.981, -0.008)  0.047
C (-0.572, 2.751, -3.371)  -0.140
C (3.109, -1.848, -2.092)  -0.253
H (-1.155, -4.376, 1.475)  0.037
C (-2.166, 4.519, -2.980)  -0.103
Te (-1.349, -1.465, 0.977)  1.469
H (-5.922, -1.751, 3.592)  0.118
H (4.395, 2.538, -5.294)  0.090
C (-5.883, -4.149, 4.863)  -0.056
P (3.034, -0.127, -1.386)  0.928
H (0.891, 1.730, -5.978)  0.048
H (-1.764, -5.635, 2.564)  0.078
H (1.643, -1.010, -5.694)  0.051
H (-3.447, 2.170, -5.073)  0.124
H (3.288, -0.391, -6.009)  0.050
C (3.464, -1.664, 5.242)  -0.051
C (1.871, 1.959, -5.557)  -0.244
C (-4.054, -1.739, 2.549)  -0.311
H (-0.956, 0.598, 4.686)  0.078
C (-2.702, -3.718, 2.799)  -0.294
C (-1.092, 3.051, 2.876)  -0.084
H (3.295, -1.098, 0.796)  0.018
H (-2.286, -1.087, -2.936)  0.167
H (4.117, 0.455, 0.729)  0.045
P (2.212, 0.780, -4.185)  0.912
C (0.326, 2.163, 1.144)  -0.145
H (7.286, 2.383, -2.161)  0.104
C (-2.867, -2.435, 2.258)  -0.367
Br (-4.714, 4.698, -4.206)  0.757
H (2.256, 3.066, 0.967)  0.115
H (2.206, -2.057, -2.665)  0.025
C (-3.973, -0.080, -2.164)  -0.100
C (-4.836, -3.559, 3.954)  -0.277
C (-3.053, 3.885, -3.832)  -0.673
C (5.924, 2.556, -3.806)  -0.086
C (1.290, -2.505, 2.221)  -0.322
C (6.333, 2.072, -2.572)  -0.082
C (5.520, 1.206, -1.856)  -0.088
C (1.331, 3.048, 1.531)  -0.025
H (-0.176, 4.472, -2.178)  0.127
C (1.451, -3.412, 1.026)  -0.092
H (-5.620, -5.166, 5.151)  0.070
C (-0.075, 3.901, 3.283)  -0.089
I (-5.658, 2.141, -0.806)  0.921
C (-3.678, -4.252, 3.641)  -0.024